Entry 1:
11
Properties=species:S:1:pos:R:3 method="wB97M-V/def2-TZVPD" e_above_lowest_kcal_mol=4.1 energy_ev=-8673.4647 smiles="[H]/N=C/NC(N)=O" homo_lumo_gap_ev=10.6
H -0.719 -1.787 -2.436
N -1.208 -1.209 -1.756
C -0.388 -0.771 -0.893
N -0.816 0.063 0.138
C 0.063 0.997 0.715
N 1.258 0.434 1.124
O -0.206 2.175 0.812
H 0.687 -0.966 -0.864
H -1.751 0.426 -0.006
H 1.878 1.098 1.568
H 1.201 -0.459 1.597

Entry 2:
11
Properties=species:S:1:pos:R:3 method="wB97M-V/def2-TZVPD" e_above_lowest_kcal_mol=98.1 energy_ev=-8669.3887 smiles="N/N=C/C=N/O" homo_lumo_gap_ev=9.7
N 2.605 -0.368 -0.158
N 1.177 -0.511 -0.162
C 0.435 0.497 -0.013
C -1.029 0.519 -0.198
N -1.684 -0.570 -0.101
O -3.080 -0.300 0.030
H 2.822 0.298 0.571
H 2.966 -1.299 0.241
H 0.828 1.502 0.270
H -1.545 1.424 -0.411
H -3.495 -1.191 -0.069

Entry 3:
11
Properties=species:S:1:pos:R:3 method="wB97M-V/def2-TZVPD" e_above_lowest_kcal_mol=100.0 energy_ev=-8669.3062 homo_lumo_gap_ev=9.7
H 2.696 0.272 0.578
N 1.997 -0.500 0.284
C 0.828 -0.016 -0.132
N 0.494 1.271 -0.376
C -0.120 -1.030 -0.247
N -1.384 -0.799 -0.085
O -1.604 0.530 0.349
H 1.129 2.015 0.191
H -0.379 1.483 -0.025
H 0.023 -2.068 -0.135
H -2.644 0.526 0.118

Entry 4:
12
Properties=species:S:1:pos:R:3 method="wB97M-V/def2-TZVPD" e_above_lowest_kcal_mol=69.7 energy_ev=-10718.7894 smiles="[H]/N=C(/N)OC#N.O" homo_lumo_gap_ev=10.3
H -1.292 -1.029 -2.460
N -1.673 -0.577 -1.692
C -1.015 -0.169 -0.721
N -1.398 0.127 0.545
O 0.373 0.164 -0.770
C 1.243 -0.361 -1.546
N 2.029 -0.936 -2.184
H -1.992 -0.537 0.992
H -0.558 0.343 1.118
O 1.034 0.829 2.037
H 1.773 1.420 1.777
H 1.477 0.727 2.904

Entry 5:
12
Properties=species:S:1:pos:R:3 method="wB97M-V/def2-TZVPD" e_above_lowest_kcal_mol=44.9 energy_ev=-10719.8638 homo_lumo_gap_ev=9.3
N -2.492 0.746 0.011
N -2.101 -0.552 -0.097
C -0.845 -0.780 -0.077
O 0.061 0.216 -0.023
C 1.419 -0.064 0.034
N 2.082 1.135 -0.059
O 1.844 -1.184 0.109
H -3.477 0.830 0.316
H -1.859 1.314 0.626
H -0.469 -1.811 -0.108
H 3.085 1.149 -0.014
H 1.611 2.018 -0.247

Entry 6:
12
Properties=species:S:1:pos:R:3 method="wB97M-V/def2-TZVPD" e_above_lowest_kcal_mol=175.0 energy_ev=-10714.2231 smiles="N=C1NOCON1" homo_lumo_gap_ev=9.9
N 0.771 2.063 0.547
C 0.439 0.854 0.426
N 1.018 -0.441 0.669
O 0.672 -1.170 -0.565
C -0.732 -1.544 -0.378
O -1.241 -0.217 -0.787
N -0.938 0.717 0.158
H 1.679 1.754 1.327
H 2.099 -0.319 0.568
H -0.976 -1.982 0.493
H -1.091 -2.244 -1.252
H -1.358 1.647 -0.229

Entry 7:
13
Properties=species:S:1:pos:R:3 method="wB97M-V/def2-TZVPD" e_above_lowest_kcal_mol=113.0 energy_ev=-21551.0121 homo_lumo_gap_ev=9.2
O -0.773 1.300 1.408
N 0.041 2.034 0.515
C 0.522 1.270 -0.334
C 0.185 -0.153 -0.481
N -0.211 -0.452 -1.646
S -0.389 -2.112 -1.953
N 0.486 -1.102 0.486
O 0.783 -0.732 1.783
H -0.896 2.060 2.081
H 1.190 1.794 -1.074
H -0.687 -2.101 -3.321
H -0.361 -1.757 0.466
H 0.108 -0.051 2.070

Entry 8:
13
Properties=species:S:1:pos:R:3 method="wB97M-V/def2-TZVPD" e_above_lowest_kcal_mol=81.0 energy_ev=-21552.4005 homo_lumo_gap_ev=9.0
N -1.708 1.276 -0.168
N -0.713 0.569 -0.885
C 0.045 -0.188 -0.134
N -0.266 -0.572 1.134
O 0.772 -0.318 1.991
C 1.204 -0.999 -0.706
O 1.895 -1.658 0.043
S 1.500 -0.825 -2.438
H -1.330 1.645 0.760
H -2.101 2.114 -0.667
H -1.168 -0.168 1.458
H 1.324 -1.089 2.150
H 0.547 0.213 -2.539